The following is a DFT calculation (the ωB97M-V functional and the def2-TZVPD basis) of C11H15ClDyInNO4 as an isolated structure.

Each line ends with the Löwdin charge.
Geometry (Å):
C1 -4.425320 -3.632623 0.811746  0.02
H1 5.510915 1.699472 0.710256  -0.06
H2 4.472534 3.797453 -3.177393  -0.04
O1 -6.662429 -5.137006 0.175609  0.03
H3 6.195230 3.204900 1.384280  -0.04
O2 -6.425404 -4.749706 -1.967265  0.03
H4 4.583075 2.673634 1.881567  -0.04
H5 4.096581 6.133209 0.893383  -0.15
H6 -4.953813 -4.091735 1.640121  0.12
H7 -4.481478 -3.305086 -2.583862  0.12
C2 -4.869885 -3.804383 -0.510354  -0.18
Dy1 0.773841 0.720947 0.227344  1.22
H8 -2.989052 -2.754514 2.109742  0.12
H9 3.456361 6.350026 -0.798963  -0.15
N1 -6.003437 -4.576867 -0.771192  -0.29
H10 2.884496 3.267081 -2.608176  -0.04
C3 3.922555 5.704196 -0.076767  -0.34
C4 -2.582616 -2.238525 0.031117  -0.10
C5 -4.156184 -3.184127 -1.554398  0.02
H11 4.256960 2.128349 -2.581623  -0.07
C6 5.279357 2.712382 1.037961  -0.32
In1 4.413719 3.855275 -0.503566  0.55
H12 1.057162 -0.379984 2.566923  0.01
C7 -1.376334 -1.404685 0.408222  -0.55
O3 -0.772036 -0.644401 -0.495840  -0.26
O4 -1.007345 -1.433894 1.585462  0.01
C8 -3.298452 -2.866264 1.071928  0.01
Cl1 2.983876 0.461854 -0.557143  -0.05
C9 -3.032396 -2.408495 -1.284034  0.00
C10 3.961413 3.167156 -2.440860  -0.33
H13 -0.335084 0.723059 2.526833  0.00
H14 -2.495108 -1.933865 -2.107446  0.12
C11 0.701531 0.589664 2.258287  -0.40
H15 1.316766 1.357502 2.698102  0.00

Cartesian forces (eV/Å) of the 6 atoms listed first:
-0.1025 -0.0507 -0.2484
0.0788 -0.0983 0.2082
-0.0815 -0.1419 -0.0029
2.4581 1.9211 -1.9655
-0.0759 -0.1540 0.0094
1.8616 1.0030 2.8969

As for the energy above the lowest of the compared OMol25 structures with the same formula, charge and spin: 1.461 eV. The value obtained for the frontier orbital gap (spin up / spin down) is 2.195 / 2.354 eV. Its spin multiplicity is 6. The charge is -1.